(1)
An isolated molecule of C2H3Cl2PS in a non-equilibrium geometry, computed with the ωB97M-V functional and the def2-TZVPD basis.

Geometry as XYZ:
```
9
Properties=species:S:1:pos:R:3
S -2.435 -0.358 -1.512
Cl -0.917 -2.401 0.506
Cl -1.941 0.599 1.574
C 1.563 0.448 0.241
C 0.401 0.344 -0.490
P -1.197 -0.413 0.018
H 2.477 0.988 -0.071
H 1.690 -0.013 1.209
H 0.359 0.805 -1.476
```

The HOMO energy is -9.077 eV. The LUMO energy is -0.2204 eV. As for the net charge: 0. As for the structure (SMILES): C=CP(=S)(Cl)Cl.


(2)
A cluster of 2 separate species, C4H12 in total in a non-equilibrium geometry, computed with the ωB97M-V functional and the def2-TZVPD basis.

Geometry as XYZ:
```
16
Properties=species:S:1:pos:R:3
C 0.854 -0.804 -2.043
C 0.977 0.498 -2.814
H -0.106 -1.331 -2.483
H 1.661 -1.517 -2.239
H 0.808 -0.881 -0.911
H 2.031 0.591 -3.239
H 0.823 1.476 -2.265
H 0.261 0.548 -3.687
C -0.804 -0.516 2.371
C -1.098 0.896 2.454
H 0.164 -0.789 2.765
H -1.397 -1.207 3.008
H -0.838 -0.955 1.314
H -1.886 1.210 3.281
H -1.252 1.458 1.477
H -0.199 1.323 3.012
```

The HOMO energy is -10.881 eV. The LUMO energy is 1.0841 eV. As for the net charge: 0. As for the structure (SMILES): CC.CC.


(3)
A cluster of 2 separate species, C23H26F3N2O5 in total in a non-equilibrium geometry, computed with the ωB97M-V functional and the def2-TZVPD basis.

Geometry as XYZ:
```
59
Properties=species:S:1:pos:R:3
C 1.708 4.120 1.508
C 0.433 3.638 2.216
C 0.819 3.042 3.582
C -0.516 4.824 2.449
C -0.266 2.618 1.319
C -0.496 1.348 1.684
C -1.167 0.407 0.815
C -1.414 -0.853 1.214
C -2.139 -1.848 0.347
F -2.196 -3.031 0.996
F -3.383 -1.383 0.102
F -1.467 -1.985 -0.816
C -1.575 0.864 -0.490
C -1.364 2.124 -0.902
C -1.780 2.632 -2.278
C -2.754 3.806 -2.098
C -2.476 1.542 -3.111
C -0.525 3.098 -3.031
C -0.695 3.076 -0.007
O -0.497 4.226 -0.357
H 1.468 4.573 0.547
H 2.233 4.861 2.109
H 2.382 3.285 1.324
H -0.062 2.694 4.121
H 1.505 2.204 3.465
H 1.313 3.790 4.203
H -1.432 4.493 2.935
H -0.049 5.582 3.076
H -0.790 5.290 1.504
H -0.182 1.002 2.650
H -1.112 -1.184 2.189
H -2.055 0.146 -1.128
H -2.289 4.608 -1.528
H -3.062 4.207 -3.062
H -3.645 3.485 -1.560
H -1.813 0.694 -3.278
H -3.375 1.184 -2.613
H -2.766 1.936 -4.085
H 0.171 2.270 -3.162
H -0.783 3.488 -4.013
H -0.013 3.882 -2.476
O 1.289 -6.999 -2.961
N 1.044 -7.408 -1.823
O 0.539 -8.513 -1.599
C 1.396 -6.557 -0.692
C 1.391 -7.089 0.588
C 1.887 -6.355 1.647
C 2.366 -5.086 1.441
C 2.337 -4.495 0.157
C 2.797 -3.189 -0.017
N 2.824 -2.487 -1.236
O 3.254 -1.315 -1.231
O 2.432 -3.042 -2.279
C 1.848 -5.279 -0.906
H 1.012 -8.088 0.734
H 1.910 -6.791 2.634
H 2.791 -4.532 2.260
H 3.162 -2.648 0.832
H 1.827 -4.880 -1.907
```

The HOMO energy is -3.527 eV. The LUMO energy is 0.8822 eV. As for the net charge: -1.